# 1
DFT (the ωB97M-V functional and the def2-TZVPD basis) results for C4H9NO2 in the gas phase.

Geometry as XYZ:
```
16
Properties=species:S:1:pos:R:3
C 2.400 -0.495 -0.290
N 1.740 -0.197 0.961
C 0.422 -0.662 1.108
C -0.645 0.229 0.171
O -0.294 1.335 -0.188
O -1.864 -0.248 -0.099
C -2.718 0.640 -0.825
H 2.428 -1.581 -0.418
H 3.430 -0.131 -0.227
H 1.926 -0.039 -1.172
H 1.583 0.849 1.016
H 0.032 -0.525 2.120
H 0.384 -1.713 0.841
H -3.649 0.090 -0.952
H -2.284 0.894 -1.795
H -2.891 1.552 -0.249
```

The HOMO energy comes out at -9.07 eV. Its SMILES is CNCC(=O)OC. The relative energy (zero: lowest compared OMol25 entry of this formula, charge and spin) is 36.97 kcal/mol. The total energy comes out at -9878.4575 eV. As for the HOMO-LUMO gap: 10.00 eV.

---

# 2
DFT (the ωB97M-V functional and the def2-TZVPD basis) results for C4H9NO2 in the gas phase.

Geometry as XYZ:
```
16
Properties=species:S:1:pos:R:3
C 2.054 -0.549 -0.906
N 0.841 0.206 -0.631
C 0.571 0.552 0.624
O -0.396 1.442 0.923
C -1.675 0.958 0.499
C -1.533 -0.593 0.355
O -1.349 -1.004 -0.858
H 1.895 -1.623 -0.755
H 2.342 -0.380 -1.948
H 2.863 -0.201 -0.256
H 1.405 0.558 1.329
H -2.391 1.311 1.243
H -1.928 1.348 -0.492
H -0.443 -0.627 1.010
H -2.218 -1.208 0.968
H -0.039 -0.188 -1.107
```

The HOMO energy comes out at -8.88 eV. The relative energy (zero: lowest compared OMol25 entry of this formula, charge and spin) is 94.70 kcal/mol. The total energy comes out at -9875.9541 eV. As for the HOMO-LUMO gap: 9.43 eV.

---

# 3
DFT (the ωB97M-V functional and the def2-TZVPD basis) results for C4H9NO2 in the gas phase.

Geometry as XYZ:
```
16
Properties=species:S:1:pos:R:3
C 1.767 -0.139 -1.235
N 1.770 -0.603 0.150
C 1.046 0.055 0.948
O 0.333 1.153 0.582
C -1.081 1.023 0.428
C -1.641 -0.398 0.451
O -1.193 -1.216 -0.605
H 1.593 -0.989 -1.895
H 1.026 0.630 -1.472
H 2.754 0.278 -1.441
H 1.001 -0.181 2.014
H -1.550 1.616 1.221
H -1.324 1.486 -0.535
H -1.463 -0.871 1.429
H -2.727 -0.306 0.336
H -0.310 -1.537 -0.374
```

The HOMO energy comes out at -10.11 eV. Its SMILES is C/N=C\OCCO. The relative energy (zero: lowest compared OMol25 entry of this formula, charge and spin) is 56.68 kcal/mol. The total energy comes out at -9877.6029 eV. As for the HOMO-LUMO gap: 11.04 eV.

---

# 4
DFT (the ωB97M-V functional and the def2-TZVPD basis) results for C4H9NO2 in the gas phase.

Geometry as XYZ:
```
16
Properties=species:S:1:pos:R:3
O -1.404 1.670 2.205
C -1.423 1.452 0.973
C -0.129 0.729 0.397
C 0.824 0.127 1.468
N -0.479 -0.505 -0.440
C 0.489 -0.793 -1.548
O 0.088 -1.899 -2.256
H -2.281 1.691 0.266
H 0.313 1.451 -0.161
H 1.051 -0.941 1.258
H 0.248 0.134 2.389
H 1.637 0.835 1.660
H -0.429 -1.460 0.105
H 1.589 -0.984 -1.215
H 0.302 0.090 -2.168
H -0.396 -1.597 -2.930
```

The HOMO energy comes out at -9.15 eV. Its SMILES is C[C@H](C=O)NCO. The relative energy (zero: lowest compared OMol25 entry of this formula, charge and spin) is 80.44 kcal/mol. The total energy comes out at -9876.5726 eV. As for the HOMO-LUMO gap: 10.01 eV.

---

# 5
DFT (the ωB97M-V functional and the def2-TZVPD basis) results for a gas-phase ion, C4H9NO2P (charge +1).

Geometry as XYZ:
```
17
Properties=species:S:1:pos:R:3
C -0.541 0.000 -2.354
O 0.818 0.037 -1.939
C 1.094 -0.455 -0.674
P -0.040 0.042 0.691
C 0.352 1.647 1.393
N 0.220 -1.079 1.914
C -0.730 -1.843 2.131
O -1.610 -2.538 2.331
H -1.061 -0.890 -2.000
H -0.575 0.009 -3.435
H -1.055 0.900 -2.006
H 1.178 -1.545 -0.632
H 2.060 -0.046 -0.375
H -1.395 -0.028 0.360
H 1.418 1.811 1.274
H -0.239 2.394 0.873
H 0.105 1.583 2.448
```

The HOMO energy comes out at -14.71 eV. Its charge is +1. Its SMILES is COC[P@H](C)=[N+]=C=O. The relative energy (zero: lowest compared OMol25 entry of this formula, charge and spin) is 0.00 kcal/mol. The total energy comes out at -19160.2606 eV. As for the HOMO-LUMO gap: 10.99 eV.

---

# 6
DFT (the ωB97M-V functional and the def2-TZVPD basis) results for a molecular structure, C4H9NO2S.

Geometry as XYZ:
```
17
Properties=species:S:1:pos:R:3
C 0.811 0.049 1.407
C -0.292 -1.512 0.089
C 0.130 -0.027 0.008
C -0.935 0.961 -0.240
N 1.234 0.123 -0.933
O 0.863 -2.454 2.442
O 2.378 -2.050 0.592
S 1.128 -1.772 1.231
H 1.642 0.771 1.268
H 0.321 0.222 2.439
H -1.160 -1.619 0.645
H -0.486 -2.123 -0.740
H -1.529 0.724 -1.091
H -0.536 2.069 -0.327
H -1.591 0.995 0.696
H 1.973 -0.607 -0.741
H 0.854 0.306 -1.866
```

The HOMO energy comes out at -9.52 eV. The relative energy (zero: lowest compared OMol25 entry of this formula, charge and spin) is 62.87 kcal/mol. The total energy comes out at -20712.3065 eV. As for the HOMO-LUMO gap: 10.18 eV.

---

# 7
DFT (the ωB97M-V functional and the def2-TZVPD basis) results for a molecular structure, C4H9NO2S.

Geometry as XYZ:
```
17
Properties=species:S:1:pos:R:3
C -0.769 -1.914 1.431
C 0.800 0.976 -0.836
C -0.238 0.919 0.050
C -1.656 0.882 -0.581
N 2.062 1.103 -0.465
O 1.608 -0.803 1.246
O 0.664 -2.016 -0.707
S 0.462 -1.325 0.532
H -0.917 -1.534 2.377
H -1.489 -2.512 0.833
H 0.529 0.849 -1.949
H 0.088 1.006 1.077
H -2.106 -0.077 -0.878
H -1.758 1.432 -1.563
H -2.463 1.278 0.057
H 2.899 0.956 -1.069
H 2.284 0.779 0.445
```

The HOMO energy comes out at -8.23 eV. The relative energy (zero: lowest compared OMol25 entry of this formula, charge and spin) is 97.56 kcal/mol. The total energy comes out at -20710.8022 eV. As for the HOMO-LUMO gap: 8.30 eV.

---

# 8
DFT (the ωB97M-V functional and the def2-TZVPD basis) results for C4H9NO2S in the gas phase.

Geometry as XYZ:
```
17
Properties=species:S:1:pos:R:3
O 0.512 0.935 1.957
C 0.403 0.278 0.939
N 0.423 -1.131 1.160
C 0.448 -2.192 0.196
O 1.487 -2.188 -0.771
C 0.133 0.847 -0.423
C -1.055 1.730 -0.100
S -2.160 1.928 -1.542
H 0.744 -1.336 2.082
H -0.443 -2.215 -0.520
H 0.509 -3.091 0.781
H 2.222 -1.941 -0.342
H -0.063 0.065 -1.211
H 1.003 1.321 -0.871
H -1.727 1.352 0.564
H -0.713 2.677 0.416
H -1.720 2.961 -2.314
```

The HOMO energy comes out at -9.17 eV. Its SMILES is O=C(CCS)NCO. The relative energy (zero: lowest compared OMol25 entry of this formula, charge and spin) is 36.30 kcal/mol. The total energy comes out at -20713.4586 eV. As for the HOMO-LUMO gap: 9.85 eV.